C3H10O2S2 | ωB97M-V/def2-TZVPD

XYZ file:
```
17
Properties=species:S:1:pos:R:3:forces:R:3
O 1.865867 0.123659 -0.711119 -0.9 0.8 0.5
C 0.848291 0.980121 -1.313276 0.2 -1.1 -0.6
C -0.230446 1.487540 -0.334381 1.1 2.7 -1.1
C -1.099079 0.452770 0.253473 -1.8 -0.3 -0.3
S -1.177990 0.587563 2.038058 0.2 -0.5 0.4
S 0.663910 -0.384513 2.285345 -0.8 -1.0 1.9
H 2.093296 0.531846 0.153813 -0.1 -0.4 -0.9
H 1.376759 1.673926 -1.969260 -0.1 1.0 0.8
H 0.367778 0.409777 -2.123166 -0.1 -0.6 0.6
H 0.254163 2.060514 0.511003 -0.4 -0.2 -1.1
H -0.918127 2.172428 -0.912669 1.1 -0.2 0.6
H -2.119757 0.460986 -0.209789 0.7 0.0 0.7
H -0.674869 -0.486197 0.054376 0.1 -1.4 -0.2
H 0.246148 -1.368078 3.237933 0.5 1.3 -1.3
O -0.917449 -2.802924 -0.449266 3.4 2.4 -1.6
H 0.054443 -2.419902 -0.639041 -3.3 -0.8 0.3
H -0.632941 -3.479514 0.127967 0.0 -1.5 1.3
```
Forces are in eV/Å.

## Properties
SMILES: OCCCSS.O
Electronic energy: -29037.415 eV
HOMO-LUMO gap: 9.04 eV
LUMO energy: 0.3 eV
Energy relative to the best compared isomer or geometry (same formula, charge and spin): 25.7 kcal per mole

Atomic partial charges in e from the natural (NBO) method, atoms 1 to 5: atom 1 (O): -0.7310, atom 2 (C): -0.0779, atom 3 (C): -0.4591, atom 4 (C): -0.5648, atom 5 (S): 0.1212